# 1
C3H3BrO2 | wB97M-V/def2-TZVPD

* Kohn-Sham gap: 9.72 eV
* SMILES string: O=C[C@@]1(Br)CO1
* charge: 0
* highest occupied orbital energy: -10.374 eV
* DFT total energy: -2840.5031 Ha

The geometry in XYZ format:
```
9
Properties=species:S:1:pos:R:3:mulliken_charge:R:1
C 1.229 -0.074 -1.260 -0.10
C -0.562 0.195 0.773 -0.13
C -0.010 0.420 -0.519 0.36
O 1.951 -0.917 -0.829 -0.41
O -0.420 1.513 0.129 -0.35
Br -1.473 0.183 -2.185 -0.26
H 1.266 0.361 -2.191 0.42
H -1.621 -0.123 0.608 0.22
H -0.078 -0.029 1.818 0.25
```


# 2
C5H8ClN2 | wB97M-V/def2-TZVPD

* Kohn-Sham gap: 9.82 eV
* SMILES string: Cn1cc[n+](C)c1Cl
* charge: +1
* highest occupied orbital energy: -13.518 eV
* DFT total energy: -764.7306 Ha

The geometry in XYZ format:
```
16
Properties=species:S:1:pos:R:3:mulliken_charge:R:1
C -1.393 0.324 -0.273 -0.32
C -1.091 -1.007 -0.409 -0.19
C 0.872 0.148 -0.063 0.33
C -0.297 2.529 0.336 -0.79
C 1.028 -2.259 0.056 -0.91
N -0.341 1.112 -0.014 0.06
N 0.262 -1.061 -0.210 0.07
Cl 2.496 0.434 0.072 -0.07
H -2.380 0.782 -0.378 0.42
H -1.711 -1.958 -0.518 0.38
H -0.718 2.451 1.294 0.40
H 0.677 2.879 0.189 0.27
H -0.918 3.172 -0.236 0.34
H 1.958 -2.146 -0.610 0.33
H 1.167 -2.263 1.068 0.40
H 0.389 -3.139 -0.304 0.29
```


# 3
C2ClI3O | wB97M-V/def2-TZVPD

* Kohn-Sham gap: 7.13 eV
* charge: 0
* highest occupied orbital energy: -8.710 eV
* DFT total energy: -1504.6581 Ha

The geometry in XYZ format:
```
7
Properties=species:S:1:pos:R:3:mulliken_charge:R:1
C -0.751 0.210 -1.077 0.78
C -1.031 -0.448 0.020 -0.72
O -0.422 0.942 -1.916 -0.35
Cl 1.654 0.649 0.883 -0.08
I 4.005 0.462 0.798 0.11
I -2.355 0.770 0.983 0.13
I -1.100 -2.584 0.308 0.13
```